The following is a DFT calculation (ωB97M-V/def2-TZVPD) of a single C8H7O3P molecule.

Its HOMO energy is -9.1839 eV. As for the SMILES: O=[PH](c1ccco1)c1ccco1. As for the charge: 0. The calculation puts the HOMO-LUMO gap at 9.80 eV. The max |F| is 4.216 eV/A.

Each atom is followed by the atoms it is bonded to, with distances in Å.
Positions of all 19 atoms, in Å:
1 O 0.16 2.91 0.10  P2 1.467
2 P 0.03 1.50 0.50  O1 1.467, C3 1.890, C8 1.751, H13 1.474
3 C 1.51 0.36 0.22  P2 1.890, C4 1.350, O7 1.417
4 C 1.94 -0.63 1.03  C3 1.350, C5 1.450, H14 1.113
5 C 3.12 -1.17 0.39  C4 1.450, C6 1.363, H15 1.083
6 C 3.22 -0.46 -0.77  C5 1.363, O7 1.296, H16 1.103
7 O 2.32 0.46 -0.94  C3 1.417, C6 1.296
8 C -1.35 0.61 -0.08  P2 1.751, C9 1.391, O12 1.395
9 C -1.82 -0.70 0.06  C8 1.391, C10 1.425, H17 1.056
10 C -3.16 -0.69 -0.42  C9 1.425, C11 1.369, H18 1.066
11 C -3.37 0.53 -0.99  C10 1.369, O12 1.370, H19 1.027
12 O -2.31 1.37 -0.75  C8 1.395, C11 1.370
13 H -0.07 1.37 1.97  P2 1.474
14 H 1.58 -0.93 2.04  C4 1.113
15 H 3.58 -2.09 0.74  C5 1.083
16 H 3.86 -0.39 -1.66  C6 1.103
17 H -1.27 -1.36 0.68  C9 1.056
18 H -3.75 -1.55 -0.61  C10 1.066
19 H -4.21 0.84 -1.50  C11 1.027